Record 1
Here is C54H76InP4Si2 as an isolated structure from the Open Molecules 2025 dataset. Energies are from ωB97M-V/def2-TZVPD.

Output
Charge   +1
Multiplicity   1
Lowest unoccupied orbital energy   -1.92 eV
HOMO   -9.66 eV
Gap between HOMO and LUMO   7.74 eV

The geometry in XYZ format:
```
137
Properties=species:S:1:pos:R:3:forces:R:3
In -0.72197 -0.99276 0.09125 0.2 0.1 -0.3
C -0.93654 4.34751 2.37569 0.0 0.0 0.0
C -0.81123 4.49348 0.85709 0.0 0.0 0.0
C -0.29736 5.89363 0.51063 0.0 0.0 0.0
P -0.09926 2.91604 0.16976 0.0 -0.1 0.0
C 0.14808 3.18493 -1.65338 0.0 -0.1 0.0
C 1.31783 4.04034 -2.13549 0.0 0.0 0.0
C -1.16933 3.65117 -2.27343 0.0 0.0 0.0
C 1.61998 2.77519 0.79536 0.0 0.2 -0.1
C 2.33805 3.90134 1.20283 0.0 0.0 0.1
C 3.61155 3.80776 1.74132 0.0 0.0 0.0
C 4.20678 2.56423 1.87152 0.0 0.0 0.0
C 3.51974 1.44163 1.43899 0.0 0.0 0.0
C 2.23144 1.51669 0.89450 0.2 -0.1 0.0
Si 1.60819 -0.11034 0.18034 -0.2 0.1 0.0
C 2.31623 -0.12298 -1.58728 0.0 0.0 0.0
C 3.58506 0.44470 -1.77513 0.0 0.0 0.0
C 4.17889 0.53863 -3.02173 0.0 0.0 0.0
C 3.50298 0.07828 -4.14174 0.0 0.0 0.0
C 2.24521 -0.47485 -3.98963 0.0 0.0 0.0
C 1.64268 -0.58750 -2.73317 0.0 0.0 -0.1
P 0.00360 -1.39832 -2.65053 0.1 0.1 0.1
C -0.93533 -0.76718 -4.10464 0.0 -0.1 0.0
C -1.02080 0.75431 -4.08725 0.0 0.0 0.0
C -2.33621 -1.38062 -4.04949 0.0 0.0 0.0
C 0.38556 -3.18561 -3.02606 -0.1 0.0 0.0
C 1.69750 -3.59281 -2.35358 0.0 0.0 0.0
C 0.39363 -3.57617 -4.50155 0.1 0.0 0.0
C 2.26037 -1.55071 1.23452 0.1 0.0 0.0
C 3.45576 -2.14896 0.82143 0.0 0.0 0.0
C 4.00147 -3.24280 1.47557 0.0 0.0 0.0
C 3.35639 -3.76087 2.58430 0.0 0.0 0.0
C 2.17112 -3.18788 3.01857 0.0 0.0 0.0
C 1.59558 -2.10184 2.36130 0.0 0.1 0.1
P 0.00244 -1.39090 2.97415 -0.1 -0.1 -0.2
C 0.48826 -0.22691 4.34358 0.0 0.2 -0.1
C 1.62412 -0.67770 5.25950 0.0 0.0 0.0
C 0.81351 1.15817 3.78509 0.0 0.0 0.1
C -1.08733 -2.58254 3.92807 0.0 0.0 0.1
C -2.12847 -3.32805 3.09690 0.0 0.1 -0.1
C -0.50808 -3.57020 4.94358 0.0 0.0 0.1
H -1.54578 5.15354 2.78959 0.0 0.0 0.0
H 0.04615 4.39925 2.84894 0.0 0.0 0.0
H -1.38740 3.39655 2.66299 0.0 0.0 0.0
H -1.81805 4.42585 0.43113 -0.1 0.0 0.0
H 0.57325 6.16833 1.10407 0.0 0.1 0.0
H -1.07407 6.62340 0.75123 0.0 0.0 0.0
H -0.05247 6.01311 -0.54212 0.0 0.0 0.0
H 0.34421 2.15709 -1.98966 0.0 0.0 0.0
H 1.12575 5.10591 -2.00926 0.0 0.0 0.0
H 1.47212 3.86770 -3.20331 0.0 0.0 0.0
H 2.24939 3.79609 -1.62642 0.0 0.0 0.0
H -1.40854 4.66785 -1.95456 0.0 0.0 0.0
H -2.01045 3.01117 -1.99559 0.0 0.0 0.0
H -1.09649 3.66215 -3.36265 0.0 0.0 0.0
H 1.90006 4.88007 1.09136 0.0 0.0 0.0
H 4.13473 4.70331 2.04992 0.0 0.0 0.0
H 5.19618 2.46789 2.29866 0.0 0.0 0.0
H 3.99512 0.47260 1.54484 0.0 0.0 0.0
H 4.12315 0.84501 -0.92475 0.0 0.0 0.0
H 5.16046 0.98299 -3.11966 0.0 0.0 0.0
H 3.94939 0.15202 -5.12424 0.0 0.0 0.0
H 1.71921 -0.82319 -4.86976 0.0 0.0 0.0
H -0.44336 -1.10222 -5.02105 0.0 0.0 0.0
H -1.48665 1.09693 -3.15862 0.0 0.0 0.0
H -1.64276 1.10188 -4.91443 0.0 0.0 0.0
H -0.04355 1.22925 -4.17260 0.0 0.0 0.0
H -2.87356 -0.99847 -3.17978 0.0 0.0 0.0
H -2.31861 -2.46950 -3.97602 0.0 0.0 0.0
H -2.90719 -1.11571 -4.94088 0.0 0.0 0.0
H -0.41577 -3.72854 -2.51528 0.0 0.0 -0.1
H 2.55430 -3.12939 -2.84520 0.0 0.0 0.0
H 1.81518 -4.67630 -2.42361 0.0 0.0 0.0
H 1.71799 -3.32431 -1.29594 0.0 0.0 0.0
H 1.19096 -3.07479 -5.05280 0.0 0.0 0.0
H -0.55088 -3.37395 -5.00413 0.0 0.0 0.0
H 0.57857 -4.64948 -4.57808 0.0 0.0 0.0
H 3.96700 -1.76063 -0.05222 0.0 0.0 0.0
H 4.92677 -3.68028 1.12470 0.0 0.0 0.0
H 3.77144 -4.60767 3.11456 0.0 0.0 0.0
H 1.68949 -3.60059 3.89018 0.0 0.0 0.0
H -0.43655 -0.14400 4.92649 0.0 0.0 0.0
H 2.54333 -0.82072 4.68947 0.0 0.0 0.0
H 1.41675 -1.59445 5.80768 0.0 0.0 -0.1
H 1.81277 0.10619 5.99580 0.0 0.0 0.0
H 1.78394 1.15142 3.29114 0.0 0.0 0.0
H 0.86428 1.88568 4.59737 0.0 0.0 0.0
H 0.07272 1.50426 3.06048 0.0 0.0 0.0
H -1.63649 -1.81717 4.49597 0.0 -0.1 0.0
H -1.68614 -4.17589 2.58746 0.1 -0.2 -0.1
H -2.60253 -2.71802 2.32660 0.0 0.0 0.0
H -2.91122 -3.69726 3.76409 0.0 0.0 0.0
H -0.06959 -4.43044 4.43826 0.0 0.0 0.0
H -1.32491 -3.95204 5.55958 0.0 0.0 0.0
H 0.23258 -3.14169 5.61557 0.0 0.0 -0.1
C -3.27760 0.27160 2.07928 -0.1 0.0 0.0
P -3.13935 -0.12672 0.30730 -0.2 -0.3 0.3
C -4.28824 -1.50311 0.03707 -0.1 0.1 0.0
C -5.55727 -1.47226 0.62098 0.0 0.0 0.0
C -6.43005 -2.52942 0.44274 0.0 0.0 0.0
C -6.04816 -3.62384 -0.32678 0.0 0.0 0.0
C -4.79919 -3.65209 -0.92366 0.0 0.0 0.0
C -3.91987 -2.59239 -0.74238 0.1 0.0 -0.1
C -3.88368 1.28219 -0.54512 0.2 0.0 -0.1
C -3.88263 2.54508 0.03885 0.0 0.0 0.0
C -4.44547 3.61960 -0.63400 0.0 0.0 0.0
C -4.99670 3.43928 -1.89373 0.0 0.0 0.0
C -4.99799 2.18078 -2.47941 0.0 0.0 0.0
C -4.44557 1.10220 -1.80774 0.0 0.0 0.0
H -4.24243 0.72774 2.30011 0.0 0.0 0.0
H -2.47476 0.94858 2.36940 0.0 0.0 0.0
H -3.16994 -0.65328 2.64419 0.0 0.0 0.0
H -5.86883 -0.61760 1.20926 0.0 0.0 0.0
H -7.40994 -2.50188 0.89885 0.0 0.0 0.0
H -6.73095 -4.45180 -0.45980 0.0 0.0 0.0
H -4.49859 -4.49974 -1.52432 0.0 0.0 0.0
H -2.94250 -2.63380 -1.20839 0.0 0.0 0.1
H -3.45112 2.69559 1.01858 0.0 0.0 0.0
H -4.45172 4.59877 -0.17286 0.0 0.0 0.0
H -5.43451 4.27856 -2.41686 0.0 0.0 0.0
H -5.44017 2.03607 -3.45588 0.0 0.0 0.0
H -4.47470 0.11756 -2.25582 0.0 0.0 0.0
C -0.47022 -6.72786 -1.76241 0.0 0.0 0.0
Si -0.15725 -6.13037 -0.01994 0.0 0.0 0.1
C -1.32057 -6.98250 1.16990 0.0 0.0 0.0
C 1.62113 -6.40499 0.46592 0.0 0.0 0.0
C -0.49586 -4.32282 0.05192 -0.1 0.0 0.0
C -0.70793 -3.12546 0.07996 -0.2 0.0 0.3
H -0.52652 -7.81793 -1.78157 0.0 0.0 0.0
H 0.32874 -6.42438 -2.44117 0.0 0.0 0.0
H -1.41120 -6.33847 -2.15483 0.0 0.0 0.0
H -1.33746 -8.05872 0.98948 0.0 0.0 0.0
H -2.33873 -6.60559 1.05818 0.0 0.0 0.0
H -1.01821 -6.82404 2.20622 0.0 0.0 0.0
H 1.91100 -7.44728 0.32055 0.0 0.0 0.0
H 1.77777 -6.15164 1.51566 0.0 0.0 0.0
H 2.28815 -5.77830 -0.12840 0.0 0.0 0.0
```
Positions in Å, forces in eV/Å.

***

Record 2
Here is a 2-piece molecular cluster, CH3N2O2 overall at a distorted geometry from the Open Molecules 2025 dataset. Energies are from ωB97M-V/def2-TZVPD.

Output
Charge   +1
Multiplicity   1
Lowest unoccupied orbital energy   -5.94 eV
HOMO   -16.10 eV
Gap between HOMO and LUMO   10.16 eV

The geometry in XYZ format:
```
8
Properties=species:S:1:pos:R:3:forces:R:3
C -0.50643 0.13433 0.66586 0.9 -0.1 -3.7
N 0.72004 -0.08544 0.88881 -1.3 0.0 0.2
N -0.39279 0.09925 -1.32857 -4.6 1.7 4.8
O 0.56509 -0.44292 -1.54852 4.6 -2.1 -2.3
O -1.34627 0.52580 -1.82183 -0.6 0.5 -1.3
H -1.47977 0.25484 1.19978 1.3 0.0 0.1
H 1.00737 -0.22229 1.82090 0.9 -0.2 1.5
H 1.43276 -0.26357 0.12356 -1.1 0.3 0.6
```
Positions in Å, forces in eV/Å.

***

Record 3
Here is a 2-piece molecular cluster, C5H10ClN3 overall at a distorted geometry from the Open Molecules 2025 dataset. Energies are from ωB97M-V/def2-TZVPD.

Output
Charge   0
Multiplicity   1
Lowest unoccupied orbital energy (alpha / beta)   -0.05 / -0.05 eV
HOMO (alpha / beta)   -9.10 / -9.10 eV
Gap between HOMO and LUMO (alpha / beta)   9.05 / 9.05 eV

The geometry in XYZ format:
```
19
Properties=species:S:1:pos:R:3:forces:R:3
C 1.74548 0.92767 -0.86058 -0.9 -1.0 2.5
C 1.50744 1.96994 0.23988 -2.1 2.1 -2.1
C 1.50681 -0.31822 -0.02468 -3.5 -1.3 -0.4
C -2.11868 -1.03010 1.03464 -1.8 -1.0 -3.2
C -1.36548 -0.37228 -0.16754 -2.6 -0.7 -0.1
N 1.32899 1.36347 1.48377 0.0 -2.6 1.0
N 1.24753 0.12469 1.36442 0.3 -0.3 0.3
N -0.25922 -1.08899 -0.72435 3.8 1.2 1.9
Cl 2.52351 -1.74851 -0.05276 -0.2 0.8 -0.1
H 1.05278 0.90154 -1.66911 -0.3 0.4 -0.7
H 2.72926 0.98830 -1.12265 2.6 -0.1 -1.4
H 2.12494 2.87343 0.33238 -0.1 -0.4 -0.4
H 0.43533 2.25275 0.07508 0.8 0.9 -0.1
H -2.55337 -2.05819 0.70657 1.1 1.5 0.7
H -1.54342 -1.06911 1.89270 1.3 -0.4 1.7
H -3.02625 -0.46152 1.24272 0.1 0.2 0.1
H -2.09171 -0.32740 -1.00152 0.0 0.0 0.2
H -1.24722 0.65953 0.05791 0.9 1.1 0.3
H -0.21936 -1.90355 -0.11572 0.5 -0.4 -0.3
```
Positions in Å, forces in eV/Å.

***

Record 4
Here is one molecule with the formula C11H14NO2P at a distorted geometry from the Open Molecules 2025 dataset. Energies are from ωB97M-V/def2-TZVPD.

Output
Charge   0
Multiplicity   1
Lowest unoccupied orbital energy (alpha / beta)   -0.08 / -0.14 eV
HOMO (alpha / beta)   -8.99 / -7.89 eV
Gap between HOMO and LUMO (alpha / beta)   8.91 / 7.75 eV

The geometry in XYZ format:
```
29
Properties=species:S:1:pos:R:3:forces:R:3
C 1.15733 3.31651 0.52988 -1.2 0.4 -0.5
C 0.69652 3.16023 -0.80250 -0.4 -1.2 1.7
C 1.57481 2.22029 1.27307 2.1 1.0 0.6
C 0.76522 1.86030 -1.25332 -0.5 0.3 -0.9
C 1.65640 0.91511 0.73806 1.8 2.2 4.3
C 1.16651 0.79280 -0.46918 0.0 -1.9 -3.1
C -1.02135 -1.12896 2.05339 1.2 1.0 -0.2
C -0.46412 -2.38632 1.40017 -2.8 -0.8 0.1
C -0.93765 -2.55725 -0.09434 1.2 2.6 0.1
C -0.65424 -1.24032 -0.97946 1.6 -3.2 3.2
C -1.67518 -0.63834 -1.75102 -2.7 -0.2 -0.4
N -1.32324 -0.15421 1.28423 -0.5 -0.7 -0.9
O -1.78263 0.96608 1.26673 0.2 0.1 0.4
O 1.89697 -1.95843 -0.46541 0.7 0.1 -0.1
P 1.08600 -0.89733 -1.09406 -1.4 0.9 -0.7
H 1.07948 4.30347 0.99597 0.3 -0.4 -0.1
H 0.04926 3.85246 -1.33174 0.8 0.4 -0.1
H 2.15449 2.51365 2.18074 -0.9 -0.7 -0.4
H 0.51164 1.67864 -2.28309 -0.3 -0.2 -0.3
H 2.26520 0.16692 1.28542 -1.0 0.1 -0.4
H -0.82900 -0.82891 3.10031 -0.4 -0.6 -0.3
H 0.60150 -2.35715 1.31857 0.7 -0.3 0.7
H -0.91977 -3.27247 1.99652 1.3 1.2 -0.9
H -0.36269 -3.38612 -0.43348 0.6 -0.6 -0.7
H -1.95090 -2.83000 -0.18994 -1.4 -0.1 0.1
H -1.92331 -1.36640 -2.56277 -0.2 0.7 0.1
H -1.42567 0.32766 -2.16324 0.0 0.2 -0.2
H -2.59658 -0.53678 -1.09553 0.8 0.1 -1.0
H 1.20500 -0.53513 -2.45398 0.4 -0.6 -0.3
```
Positions in Å, forces in eV/Å.

***

Record 5
Here is a 2-piece molecular cluster, C13H23Br2FNO3P overall at a distorted geometry from the Open Molecules 2025 dataset. Energies are from ωB97M-V/def2-TZVPD.

Output
Charge   0
Multiplicity   1
Lowest unoccupied orbital energy   0.16 eV
HOMO   -8.26 eV
Gap between HOMO and LUMO   8.42 eV
Structure (SMILES)   [H]/N=C(/C)C[C@](F)(OC(=O)CC=O)P(CC)CC.BrCCBr

The geometry in XYZ format:
```
44
Properties=species:S:1:pos:R:3:forces:R:3
H -0.20074 -0.95816 -3.07013 0.0 -0.1 -0.2
N 0.71128 -1.12911 -3.50404 1.9 0.2 2.5
C 1.60691 -1.11506 -2.55256 -0.1 0.1 -1.1
C 3.15573 -1.33152 -2.95782 -0.6 1.1 0.5
C 1.32690 -0.87953 -0.99098 0.3 -1.2 0.0
C -0.02386 -1.62554 -0.46253 2.8 -0.2 -2.0
F -0.05529 -2.84784 -1.24982 -0.4 1.9 1.7
O -1.24225 -0.93110 -0.81362 0.9 1.0 1.2
C -1.38666 0.31545 -0.18171 -0.4 2.8 1.2
O -0.82965 1.38791 -0.48055 -1.2 -3.9 0.1
C -2.45582 0.37956 1.03169 0.5 0.5 -0.7
C -2.19029 1.67073 1.95682 -1.6 -0.4 3.3
O -2.69400 1.72312 3.11265 1.7 -0.5 -4.1
P 0.06110 -2.21230 1.33403 -2.7 -1.4 1.0
C 0.34675 -0.84037 2.58711 1.4 1.3 0.7
C 1.37057 0.32125 2.16866 0.2 0.2 0.6
C 1.21586 -3.68727 1.56439 1.8 -0.1 0.5
C 2.79136 -3.33497 1.53521 0.1 -0.5 -0.2
H 3.84613 -1.10452 -2.06290 -1.1 -0.6 -1.3
H 3.35112 -2.37872 -3.37268 -0.3 1.6 0.6
H 3.38638 -0.50803 -3.72592 -0.3 -1.5 0.9
H 1.39144 0.20548 -0.66083 -0.3 -1.3 -0.7
H 2.17950 -1.42657 -0.43852 -1.3 0.8 -0.8
H -2.46736 -0.56776 1.65921 0.0 1.2 -0.8
H -3.48767 0.50595 0.55658 1.3 -0.1 0.6
H -1.54545 2.55838 1.65546 -0.6 -1.2 -0.3
H -0.61455 -0.33663 2.97542 1.2 -1.2 -0.9
H 0.80054 -1.34253 3.52278 -0.7 0.5 -1.5
H 2.33064 -0.15087 1.78274 -1.1 0.8 0.5
H 0.97600 1.03004 1.37210 0.3 -1.0 1.0
H 1.60318 0.96722 3.09440 -0.2 -1.0 -1.4
H 1.00694 -4.55210 0.83417 0.0 1.7 0.9
H 1.00909 -4.12461 2.60902 -0.1 0.9 -1.5
H 3.01565 -2.24280 1.75995 -0.4 -1.4 -0.3
H 3.20028 -3.60327 0.50573 -0.4 0.5 1.3
H 3.36014 -3.95567 2.30830 -0.8 0.8 -1.1
Br -3.96962 6.16286 -2.91936 0.0 0.0 0.1
C -2.72555 5.17553 -1.78966 0.0 0.1 -0.3
C -3.18543 3.75469 -1.57929 0.1 -0.1 0.2
Br -4.64176 3.66598 -0.28525 0.0 -0.1 -0.1
H -2.62446 5.73746 -0.86147 -0.1 -0.2 -0.1
H -1.77635 5.19601 -2.32704 -0.1 -0.1 0.1
H -2.38485 3.15179 -1.14793 0.0 0.1 -0.1
H -3.54187 3.27744 -2.49182 0.0 0.2 0.1
```
Positions in Å, forces in eV/Å.

***

Record 6
Here is one molecule with the formula C21H27NO5 from the Open Molecules 2025 dataset. Energies are from ωB97M-V/def2-TZVPD.

Output
Charge   0
Multiplicity   1
Lowest unoccupied orbital energy   0.53 eV
HOMO   -7.77 eV
Gap between HOMO and LUMO   8.30 eV
Structure (SMILES)   CCCC(=O)C1=C(O)[C@@H](C(=O)OC)C(C)(C)C/C1=N\c1ccc(OC)cc1

The geometry in XYZ format:
```
54
Properties=species:S:1:pos:R:3:forces:R:3
C -2.05917 -3.43829 1.37562 0.2 0.0 0.0
C -0.68510 -3.15242 0.78158 -0.2 0.0 -0.1
C -0.70481 -3.16880 -0.75256 0.1 -0.3 0.0
C -1.70676 -2.19080 -1.29613 0.4 -0.1 0.0
O -2.70832 -2.61248 -1.88162 -0.3 0.0 0.0
C -1.53383 -0.76232 -1.03198 -0.6 0.1 -0.2
C -2.63135 0.05047 -1.19740 0.3 -0.2 -0.1
O -3.77638 -0.37012 -1.68956 -0.1 -0.1 0.0
C -2.67301 1.49214 -0.77259 -0.2 -0.1 0.1
C -3.39723 1.55730 0.57240 -0.1 0.1 -0.3
O -4.18425 2.40770 0.88034 0.0 0.1 0.1
O -3.04868 0.54093 1.36713 0.2 -0.2 -0.1
C -3.68093 0.49149 2.64017 -0.3 0.1 0.3
C -1.27321 2.13769 -0.71460 0.0 0.1 0.1
C -1.33403 3.48971 -0.00270 0.0 -0.2 -0.1
C -0.77122 2.34693 -2.14565 -0.1 -0.1 0.2
C -0.33819 1.18716 0.03600 0.2 0.0 0.0
C -0.26444 -0.17270 -0.61297 0.4 0.5 0.3
N 0.81843 -0.80134 -0.80899 -0.6 -0.5 -0.5
C 2.09673 -0.34941 -0.55157 0.6 0.3 0.3
C 2.70529 0.61929 -1.35462 -0.1 -0.1 0.1
C 4.02280 0.96542 -1.15594 0.2 0.0 0.2
C 4.77348 0.36443 -0.14565 -0.1 0.0 -0.1
O 6.06729 0.79228 -0.02883 -0.3 0.1 -0.2
C 6.87788 0.20342 0.95590 0.1 -0.1 0.2
C 4.17614 -0.60454 0.65143 0.4 0.1 0.1
C 2.85693 -0.96244 0.44057 -0.3 0.2 -0.2
H -2.75982 -2.64535 1.12172 -0.1 0.1 0.0
H -2.45385 -4.37656 0.99239 -0.1 -0.1 0.0
H -1.99789 -3.50853 2.45972 -0.1 0.0 0.1
H 0.02370 -3.91040 1.12102 0.1 0.1 0.0
H -0.33200 -2.18121 1.12998 0.1 0.0 0.1
H 0.28494 -2.91093 -1.12748 -0.1 -0.1 0.0
H -0.99073 -4.16191 -1.10493 -0.1 0.1 0.0
H -3.66173 -1.35042 -1.91724 0.2 0.2 0.1
H -3.30633 2.04511 -1.47397 0.1 -0.1 0.1
H -3.42416 1.37607 3.22650 0.0 -0.1 0.0
H -4.76496 0.45139 2.52116 0.1 0.0 0.0
H -3.31421 -0.40952 3.12502 0.0 0.0 0.0
H -0.36798 3.98572 -0.06317 0.1 0.0 0.0
H -1.59162 3.37337 1.04736 0.0 0.0 0.1
H -2.08203 4.13014 -0.46376 -0.1 0.1 0.0
H -1.42005 3.03718 -2.67987 -0.1 0.1 -0.1
H -0.74285 1.40635 -2.69126 0.0 -0.1 -0.1
H 0.23192 2.76696 -2.12903 0.1 0.0 0.0
H 0.66497 1.61440 0.09534 -0.1 0.0 0.0
H -0.70494 1.04316 1.05612 0.0 0.0 0.0
H 2.13618 1.07931 -2.14890 -0.1 0.0 -0.1
H 4.49874 1.70914 -1.77561 0.1 0.1 -0.1
H 6.48473 0.38191 1.96269 0.0 0.0 0.0
H 7.85169 0.68176 0.86179 0.0 -0.1 0.1
H 6.98856 -0.87441 0.79599 0.0 0.0 0.0
H 4.72610 -1.09511 1.43922 0.1 0.0 0.1
H 2.39956 -1.71831 1.06140 0.0 -0.1 0.0
```
Positions in Å, forces in eV/Å.

***

Question: Number 2 is which compound?
Answer: CH3N2O2